1.
The following is a DFT calculation (wB97M-V/def2-TZVPD) of a structure of composition C11H24CeClI2N2P2.

Last column: Löwdin spin population.
CARTESIAN COORDINATES (ANGSTROEM)
H -3.3855 -2.3389 -1.7066  0.000
C -3.5316 -1.4364 -2.3127  0.000
P -2.6842 -0.0413 -1.4769  0.000
C 0.0196 0.0624 4.1932  -0.014
H -3.6701 -0.8784 0.6399  0.001
N 0.0213 0.1289 5.5419  -0.004
H -3.6229 0.9001 0.6142  0.000
H 4.6364 -1.2567 -2.4100  0.000
H 4.9127 -0.0039 -0.2387  0.000
H 3.6477 -0.7820 0.7348  0.000
H 3.4529 -2.3516 -1.6118  0.000
P 2.7806 -0.0400 -1.4413  0.005
H -4.5824 1.0827 -2.4740  0.000
Cl -0.2631 -0.2818 -5.4229  -0.013
H -3.3880 2.2444 -1.7944  0.000
C 3.5748 -1.4764 -2.2651  0.002
H -1.2209 1.8760 3.9271  -0.007
C 3.5180 1.3083 -2.4371  0.002
H -1.8596 1.0010 1.5053  -0.003
H 3.0311 1.3799 -3.4321  0.000
I -1.1798 -1.6827 1.9165  0.078
H 0.4834 -0.5710 6.0782  0.000
H 1.2610 -1.6622 4.0035  -0.002
H -3.0803 -1.5817 -3.3076  0.000
C -0.8972 0.8110 2.0086  -0.009
C 0.7941 -0.8422 3.4830  -0.033
H -4.8582 0.0424 -0.3341  0.000
C -3.5167 1.3208 -2.3764  0.001
H -4.6003 -1.2054 -2.4024  0.000
C 0.9800 -0.7123 2.0888  0.061
H 1.8442 -1.1304 1.5783  0.002
N 0.0237 -0.0949 1.2637  -0.012
C -3.8088 0.0134 -0.0022  -0.001
H 3.0865 -1.6849 -3.2378  0.001
H 3.6869 0.9886 0.5915  0.000
H -3.0487 1.4433 -3.3678  0.000
H 3.3764 2.2533 -1.9003  0.000
Ce 0.1541 -0.0022 -2.9448  1.258
H 4.5865 1.0993 -2.5566  0.000
C 3.8548 0.0441 0.0415  -0.001
I 0.7280 2.2148 1.7350  -0.082
H -0.4713 0.8535 6.0471  0.001
C -0.7850 0.9889 3.4612  -0.229

- orbital gap (spin up / spin down) (eV) = 2.624 / 4.815
- <S²> = 1.1376
- LUMO (spin up / spin down) (Eh) = -0.3189 / -0.2826
- total energy (eV) = -74985.936
- HOMO level (spin up / spin down) (eV) = -11.30 / -12.51
- total charge = +2
- spin multiplicity = 2

2.
The following is a DFT calculation (wB97M-V/def2-TZVPD) of a structure of composition C11H24CuO3SSi.

Last column: Löwdin spin population.
CARTESIAN COORDINATES (ANGSTROEM)
H 0.3539 -0.4352 -1.6938  0.001
H -3.1463 2.0417 -1.5917  0.000
O -0.5506 1.8519 1.7797  0.002
H -0.3982 -2.3638 0.9342  0.012
C -0.3212 1.5732 0.3449  0.001
H -2.2053 -0.4485 -0.2012  0.000
H 3.1208 1.6331 0.5625  0.029
H 0.2490 -2.1514 -1.9773  0.005
C 0.5932 -2.7931 0.9916  0.269
H -2.0480 2.8353 0.3277  0.000
C 1.0573 2.0643 -0.0930  0.004
H 3.4903 -3.0200 -1.3511  -0.001
H -3.4773 0.6271 0.4655  0.000
C 3.3865 -2.6607 -0.3341  0.006
H 2.9607 -0.3613 1.5607  0.025
H 0.9950 2.2499 -1.1563  0.000
C 2.2613 1.1087 0.1470  0.072
C -2.9850 0.2765 -0.4342  0.000
H 4.2801 -2.1023 -0.0690  0.004
O 0.2093 1.1563 3.9587  0.008
H -4.4132 0.2073 -2.0624  0.000
H 2.6034 0.7522 -0.8265  0.016
H -0.4676 0.5230 0.1389  0.000
H 3.3406 -3.5395 0.3060  0.004
H 1.2926 3.0266 0.3447  0.002
C -1.4289 2.3307 -0.4056  0.000
H -1.0107 3.0943 -1.0506  0.000
C -2.3406 1.4164 -1.2197  0.000
H 0.7022 -3.7845 0.5597  0.024
H 1.0079 -2.7536 1.9902  0.007
H 1.6488 -1.2372 -2.5513  0.000
C 2.0394 -0.1142 1.0284  0.267
C 0.9423 -1.3485 -1.7354  0.005
Cu -1.1907 2.2877 4.8732  0.001
H -1.8531 1.0154 -2.1072  0.000
H -3.4862 -1.2884 -1.8496  0.000
C -3.9784 -0.4708 -1.3392  0.000
H -4.7934 -0.8979 -0.7667  0.000
S 0.7435 1.4526 2.6268  0.010
Si 1.8072 -1.7123 -0.1324  0.157
O 1.0094 -0.0408 2.0079  0.071

- orbital gap (spin up / spin down) (eV) = 8.945 / 5.274
- <S²> = 0.7570
- LUMO (spin up / spin down) (Eh) = -0.2840 / -0.4189
- total energy (eV) = -81271.802
- HOMO level (spin up / spin down) (eV) = -16.67 / -16.67
- total charge = +2
- spin multiplicity = 2

3.
The following is a DFT calculation (wB97M-V/def2-TZVPD) of a cluster of 3 separate species, C11H24NO14P3 in total.

Last column: Löwdin charge in e.
CARTESIAN COORDINATES (ANGSTROEM)
C -3.6127 -0.5814 -0.0247  -0.354
P 2.0400 0.3559 3.3489  0.697
C 4.6775 0.3223 3.0503  -0.131
H -4.2026 -3.8913 1.5504  0.111
H 4.6084 -0.1851 -6.4997  0.079
H -2.0070 -2.0696 2.2087  0.077
C -5.5338 -1.3611 0.9599  -0.081
H 5.4942 0.6789 2.4225  0.087
O -5.9352 0.8785 1.5529  0.141
O -6.6209 -3.8414 1.8198  -0.311
O 4.4320 -0.5256 -4.4511  -0.237
N -2.7551 -2.7259 2.4914  0.011
P -6.9657 -2.3966 1.4602  0.636
O 2.1373 -1.1488 3.1543  -0.277
C 1.4193 0.9990 0.8241  -0.106
H -0.4108 1.9243 4.0222  0.078
O 1.0706 1.0164 2.2027  -0.275
H 0.8492 2.0917 5.2730  0.078
H -2.6811 -3.4584 0.5176  0.132
H 5.7458 -1.3540 -5.8005  0.088
C 4.5918 2.9609 -3.1690  -0.113
H 0.5241 1.2397 -3.5054  0.082
H 0.4004 2.7683 -4.3998  0.087
C 0.9457 1.8274 -4.3227  -0.128
H 1.8623 0.0465 0.5287  0.095
H 0.5074 1.1490 0.2427  0.089
C 0.1001 1.4219 4.8474  -0.144
H 5.9830 0.3766 -5.5120  0.080
H 0.8435 1.2841 -5.2634  0.080
O 2.9066 0.1943 -2.7895  -0.275
O -3.0099 -0.8679 -1.0361  0.160
H -0.6386 1.1874 5.6161  0.087
P 3.3740 0.7744 -4.1145  0.694
O -4.2793 0.6607 0.0369  0.142
O 3.4445 0.6555 2.4134  -0.281
H 4.7658 -0.7592 3.1657  0.084
H -3.4207 -2.1190 2.9878  0.068
H 5.6012 3.2364 -2.8578  0.091
O 2.3185 2.1245 -4.0658  -0.283
H 4.2032 3.7550 -3.8076  0.084
H -8.0799 -2.2782 3.2491  0.088
O -7.8141 -2.5415 -0.0216  -0.166
C -3.4856 -3.0960 1.1997  -0.157
H 2.1011 1.8210 0.6049  0.083
C -4.1726 -1.7642 0.8081  -0.047
O 4.6763 1.7492 -3.9029  -0.272
O -8.0938 -1.6974 2.4615  -0.134
H 4.7457 0.8080 4.0253  0.078
H -7.1474 -2.4541 -0.7269  0.065
C -5.4083 0.1610 0.7278  -0.382
O 0.7017 0.2033 4.4040  -0.247
H 3.9730 2.8514 -2.2764  0.088
C 5.2307 -0.4069 -5.6310  -0.139

- orbital gap (eV) = 7.344
- LUMO (Eh) = -0.0777
- total energy (eV) = -69813.850
- HOMO level (eV) = -9.46
- spin multiplicity = 1

4.
The following is a DFT calculation (wB97M-V/def2-TZVPD) of a structure of composition C11H25CeN2O5P2.

Last column: Löwdin spin population.
CARTESIAN COORDINATES (ANGSTROEM)
C 0.8387 2.4395 -2.6466  0.000
H 4.5208 1.6568 0.4428  0.000
N -0.0076 0.8397 -1.0550  -0.001
H -4.5328 -0.4285 -0.5939  0.000
C -0.7958 0.8465 -3.3328  0.000
H -2.7062 -0.6223 -2.3102  0.000
O 0.3871 -0.9756 5.8864  0.000
H 1.7395 3.0418 2.6269  0.000
P -2.2678 -0.9427 0.0234  0.000
H -3.3855 -2.7383 1.1477  0.000
C -0.8100 0.3420 -2.0254  0.000
H 2.8587 1.8013 3.2600  0.000
H 0.8012 -2.9166 0.4966  -0.002
C -2.9869 -2.6056 0.1325  0.000
H 3.8133 0.3306 -0.5471  0.000
H -0.1788 -3.6010 -1.3796  0.000
H 2.7151 2.7326 -0.8517  0.000
C 0.8176 1.8576 -1.3768  0.000
Ce -0.0580 -0.1759 1.5835  1.011
H -2.2209 -3.3703 -0.0490  0.000
H 1.3371 3.3625 0.0801  0.000
C -3.7927 0.0690 0.0428  0.000
H -1.4702 0.3943 -4.0577  0.000
C 2.6035 2.4102 2.3794  0.002
C 0.0334 1.9189 -3.6569  0.000
C 3.8711 0.7755 0.4543  0.000
H 3.4598 3.0334 2.0997  0.000
H -3.6026 1.0820 -0.3259  0.000
H 4.2502 0.0271 1.1626  0.000
O -0.5995 -3.3506 -2.2357  0.000
C 1.7730 2.4440 -0.3568  0.001
H 0.0532 2.3330 -4.6630  0.000
H 1.0978 -1.4663 0.7918  -0.002
H 0.4165 -4.2917 1.1333  0.000
H -0.9648 1.3876 1.7340  -0.005
H 0.0819 -3.4215 -2.9197  0.000
O 0.3497 -3.7875 0.2925  -0.002
P 2.2243 1.2854 1.0047  0.005
N 0.0693 -0.1760 5.0378  -0.001
C -1.7712 -0.7938 -1.7522  0.000
O -0.2898 0.9833 5.1556  0.000
H -1.3357 -1.7709 -2.1110  0.000
H -3.8004 -2.6978 -0.5934  0.000
H -4.1738 0.1288 1.0690  0.000
H 1.5078 3.2812 -2.8085  0.000
O 0.1305 -0.6719 3.6116  -0.005

- orbital gap (spin up / spin down) (eV) = 7.073 / 7.169
- <S²> = 0.7518
- LUMO (spin up / spin down) (Eh) = 0.0146 / 0.0147
- total energy (eV) = -56530.578
- HOMO level (spin up / spin down) (eV) = -6.68 / -6.77
- spin multiplicity = 2

5.
The following is a DFT calculation (wB97M-V/def2-TZVPD) of a structure of composition C11H25Cl2N2OP2Pt.

Last column: Löwdin spin population.
CARTESIAN COORDINATES (ANGSTROEM)
H -1.7077 0.6246 3.6491  0.000
H -1.9281 -2.5603 -2.9926  0.000
C -0.6448 -2.2082 2.6199  0.039
C -2.7222 -1.8101 -2.9641  0.001
H 0.2923 1.5140 -3.4274  0.000
C 2.4152 1.6871 -1.4832  0.049
C 4.0797 -1.2246 1.4071  0.366
H -0.3842 -2.9994 1.8989  0.001
H -3.3648 -1.9780 -3.8541  0.000
P 0.6548 1.9662 -1.0611  0.312
C -2.3807 0.1068 2.9570  0.046
H 2.5124 0.6483 -1.8438  0.002
H -0.5534 3.8332 -0.2321  0.002
C 2.1463 -1.6841 0.3796  0.271
H -2.1838 -2.2926 -0.0143  0.000
O -1.0293 -0.2915 -2.3002  0.031
H 0.9034 4.3543 -1.1478  0.011
H -3.3186 -0.9132 0.2405  0.000
C 3.2209 -0.2233 1.7083  0.246
C -2.6725 -1.6528 0.7353  0.048
H -3.4105 -1.9004 -2.1039  0.000
H -1.3636 -2.6268 3.3443  0.008
Pt 0.2855 0.6354 0.9371  1.399
P -1.3960 -0.8029 1.7275  0.267
H 5.1067 -1.3429 1.6869  0.012
H -0.9998 2.5583 -2.7880  0.000
N 3.4008 -2.1287 0.5760  0.030
N 2.0115 -0.5037 1.0522  0.226
H 3.7936 -2.9634 0.1673  -0.001
H -3.3045 -2.2968 1.3815  0.011
C 0.0758 2.3623 -2.7669  0.039
H 1.4053 -2.1918 -0.2340  0.009
H 1.0570 3.7032 0.5628  0.000
C 0.5195 3.6568 -0.3895  0.061
H 3.3045 0.6693 2.3181  0.006
H 3.0595 1.8522 -0.6102  0.000
C -2.1875 -0.4663 -2.7445  0.003
H -2.9950 0.8441 2.4244  0.001
Cl 0.8651 2.0132 2.6738  0.472
Cl -3.1523 0.9131 -2.7509  0.002
H -3.0419 -0.5874 3.4964  0.009
H 2.6865 2.3718 -2.3076  0.010
H 0.2590 -1.8953 3.1588  0.001
H 0.6861 3.2305 -3.0866  0.009

- orbital gap (spin up / spin down) (eV) = 8.035 / 3.504
- <S²> = 6.0161
- LUMO (spin up / spin down) (Eh) = -0.3893 / -0.5606
- total energy (eV) = -63678.736
- HOMO level (spin up / spin down) (eV) = -18.63 / -18.76
- total charge = +3
- spin multiplicity = 5